[1]
20
Properties=species:S:1:pos:R:3 method="wB97M-V/def2-TZVPD" s2=2.05 homo_lumo_gap_ev="6.2 / 6.4" e_lumo_ha="-0.106 / -0.245" fmax_ha_per_bohr=0.0874 e_homo_ev="-9.1 / -13.1" total_charge=+1 multiplicity=3
C -3.997 -0.091 -0.001
C -3.249 -1.280 0.046
C -3.406 1.120 -0.202
C -1.884 -1.273 0.049
C -1.994 1.186 -0.118
C -1.268 -0.015 0.140
C 4.717 -0.379 -0.577
C 4.656 0.846 -0.200
C 0.131 0.096 0.148
N 3.732 -0.067 0.532
N 1.274 0.003 0.308
H -5.010 -0.061 -0.116
H -3.922 -2.094 0.071
H -3.922 1.955 -0.412
H -1.141 -2.025 0.020
H -1.348 2.120 -0.230
H 4.980 -1.249 -1.240
H 4.902 1.856 -0.238
H 2.609 -0.235 0.552
H 4.138 -0.413 1.467

[2]
22
Properties=species:S:1:pos:R:3 method="wB97M-V/def2-TZVPD" homo_lumo_gap_ev="7.0 / 7.0" e_lumo_ha="0.107 / 0.124" fmax_ha_per_bohr=0.0886 e_homo_ev="-4.1 / -3.6" total_charge=-1 multiplicity=1
C -1.855 -2.147 -1.736
C -2.278 -1.948 -0.458
C -0.728 -1.522 -2.152
C -1.670 -0.966 0.371
C -0.075 -0.525 -1.440
C -0.487 -0.264 -0.111
C 2.206 1.655 1.607
C 1.452 1.302 0.528
C 0.237 0.544 0.808
N -0.803 2.622 0.120
N -1.365 3.182 1.077
O -1.389 2.837 2.292
O -2.053 4.200 0.680
H -2.254 -2.922 -2.388
H -3.074 -2.567 -0.188
H -0.399 -1.793 -3.143
H -2.132 -0.680 1.332
H 0.746 -0.007 -1.876
H 3.186 2.300 1.297
H 1.972 1.574 2.649
H 1.858 1.509 -0.489
H -0.164 0.222 1.701

[3]
27
Properties=species:S:1:pos:R:3 method="wB97M-V/def2-TZVPD" s2=2.25 homo_lumo_gap_ev="6.0 / 6.1" e_lumo_ha="-0.347 / -0.343" fmax_ha_per_bohr=0.1538 e_homo_ev="-15.4 / -15.4" total_charge=+2 multiplicity=3
O 0.671 0.945 -4.517
C 0.506 1.398 -3.466
Tm -0.071 1.570 -1.300
O -2.677 0.637 -3.561
C -1.980 0.649 -2.614
C -1.724 -0.960 -1.608
O -2.648 -1.368 -0.935
C -0.297 -1.422 -1.694
O 0.612 -0.538 -1.410
C -0.141 -2.448 -2.721
O -0.275 -2.279 -3.907
H 0.143 -3.370 -2.185
S 1.799 2.791 -0.002
C 1.137 1.523 1.017
N -0.257 1.343 1.090
C -0.893 0.464 2.126
C 0.130 -0.145 3.039
C 1.390 -0.560 2.319
N 1.923 0.634 1.628
H -0.671 2.295 1.028
H -1.487 -0.297 1.621
H -1.551 1.127 2.663
H -0.303 -1.007 3.554
H 0.420 0.583 3.808
H 1.183 -1.377 1.617
H 2.151 -0.873 3.020
H 2.910 0.685 1.391